Entry 1:
DFT (wB97M-V/def2-TZVPD) results for 2 unconnected molecules or ions with the total composition C2H9ClSi2 at a distorted geometry.

```
14
Properties=species:S:1:pos:R:3:mulliken_charge:R:1
H -0.95 0.78 0.61 -0.21
H -0.12 -2.27 -0.78 0.32
H 1.51 -1.56 -0.99 0.31
H -0.89 0.38 -2.53 0.31
H 1.32 0.98 0.29 -0.10
C -0.09 0.87 -1.99 -0.91
H 0.82 -1.87 0.69 0.21
Cl -0.32 1.67 3.96 -0.20
H -0.25 2.02 -2.04 0.24
H 0.86 0.68 -2.58 0.26
Si 0.11 0.18 -0.24 0.48
C 0.65 -1.59 -0.43 -0.88
H -0.99 -0.38 2.40 -0.07
Si -1.68 0.12 3.64 0.24
```

Calculated values
- HOMO energy: -9.03 eV
- Kohn-Sham gap: 8.045 eV
- ΔE to the lowest compared entry with this formula, charge and spin: 40.6 kcal per mole

---

Entry 2:
DFT (wB97M-V/def2-TZVPD) results for 2 unconnected molecules or ions with the total composition C2H5NO2 at a distorted geometry.

```
10
Properties=species:S:1:pos:R:3:mulliken_charge:R:1
H 2.11 -4.03 1.60 0.23
O 1.91 -3.26 -0.22 -0.38
C 1.57 -4.04 0.64 -0.08
O -2.05 1.33 -0.33 -0.55
C -1.08 2.02 -0.55 0.16
H -0.23 3.89 -0.52 0.21
H 0.74 -4.71 0.39 0.23
N -1.03 3.35 -0.25 -0.33
H -0.14 1.63 -0.95 0.29
H -1.80 3.82 0.20 0.22
```

Calculated values
- SMILES: NC=O.C=O
- HOMO energy: -10.05 eV
- Kohn-Sham gap: 11.009 eV
- ΔE to the lowest compared entry with this formula, charge and spin: 33.0 kcal per mole

---

Entry 3:
DFT (wB97M-V/def2-TZVPD) results for C7H5NO in the gas phase at a distorted geometry.

```
14
Properties=species:S:1:pos:R:3:mulliken_charge:R:1
C 1.36 -0.25 0.10 -0.54
C -1.52 -1.60 1.89 0.58
H 1.33 -1.71 1.53 0.32
C 0.72 -0.97 0.99 -0.46
C -1.36 0.41 0.52 -0.76
C -1.93 0.32 -0.89 -0.59
H -1.69 1.13 1.16 0.46
O -2.24 -2.15 2.63 -0.43
H 1.25 0.79 -1.80 0.31
H 2.30 -0.49 -0.17 0.42
N 0.70 0.48 -0.91 -0.18
C -0.74 -0.81 1.14 0.18
C -0.62 0.54 -0.79 0.33
H -2.81 0.66 -1.40 0.34
```

Calculated values
- SMILES: O=C=C1C=CNC2=C[C@@H]12
- HOMO energy: -7.40 eV
- Kohn-Sham gap: 8.151 eV
- ΔE to the lowest compared entry with this formula, charge and spin: 104.4 kcal per mole

---

Entry 4:
DFT (wB97M-V/def2-TZVPD) results for 10 unconnected molecules or ions with the total composition C29H37B3F9NO31P2.

```
112
Properties=species:S:1:pos:R:3:mulliken_charge:R:1
H -6.80 3.88 -7.36 0.23
H 5.59 -7.25 -1.94 0.27
P 3.44 3.05 -4.11 0.24
O 0.80 -2.48 4.46 -0.34
F -2.45 3.98 1.24 -0.23
H -1.98 1.49 -1.25 0.33
O -0.45 -1.34 5.91 -0.28
H -1.43 0.58 8.55 0.24
C 5.98 -7.79 -3.98 0.29
O -4.57 -0.78 -4.95 -0.35
H 1.93 -2.31 -5.08 0.30
H 3.63 3.87 -2.98 -0.01
O 6.80 -8.91 -2.17 -0.33
C -3.91 -0.18 -3.93 0.50
C 1.73 -6.55 -2.19 0.20
H -0.30 5.84 0.54 0.21
C 0.93 -4.58 -1.44 0.55
O 2.08 4.70 1.34 -0.29
H -0.34 2.18 -1.06 0.32
H 5.65 -8.51 -4.73 0.28
B 1.41 -0.09 -2.33 0.09
F -2.44 -2.36 5.61 -0.32
C 0.53 6.35 1.02 -0.28
C -1.36 -1.88 4.96 0.89
H 1.57 -5.80 -4.25 0.31
F -0.58 2.77 6.70 -0.24
C 7.84 -8.56 -2.98 0.58
O 8.95 -8.92 -2.85 -0.48
H -1.68 0.53 6.79 -0.11
F 5.49 -6.56 -4.32 -0.27
O 7.39 -7.75 -3.97 -0.31
H 0.90 -7.24 -2.35 0.24
O 2.09 1.12 -2.46 -0.24
O -4.04 1.18 -4.04 -0.27
B 2.75 -0.91 -4.04 0.52
O 2.04 -1.20 -2.89 -0.05
F 0.22 4.60 2.61 -0.23
H -0.98 1.81 -2.67 0.41
O -2.80 3.04 7.01 -0.33
O 1.61 6.48 0.10 -0.33
O -4.97 2.49 7.25 -0.51
F -5.38 2.56 -5.24 -0.31
H -1.68 -1.08 4.29 -0.12
H -5.77 5.14 -9.23 0.28
C -2.21 2.95 3.39 -0.32
H -0.64 -3.90 4.87 0.26
F 2.86 -7.27 -1.99 -0.20
H -3.75 1.71 -6.00 0.30
H -6.58 4.08 -10.41 0.28
P -0.36 -0.26 -1.62 0.33
H 0.23 7.32 1.38 0.30
H 3.74 -1.56 9.01 0.27
O 6.16 1.28 10.04 -0.49
O 1.08 -4.43 -2.78 -0.23
O -2.75 -0.28 2.46 -0.53
B 3.06 1.27 -3.43 0.36
C -2.99 3.08 2.09 0.23
O -2.88 1.78 1.54 -0.21
C 3.06 0.49 8.92 0.40
H -6.33 0.25 -5.26 0.29
C 2.45 5.43 0.25 0.62
H 1.82 4.31 -4.87 0.22
C -2.68 0.90 2.55 0.45
F -8.29 3.64 -8.66 -0.29
O -4.67 1.09 -8.86 -0.50
O 1.47 -5.77 -1.05 -0.32
H -4.05 3.32 2.22 0.20
O 2.53 -1.56 -5.20 -0.49
C -3.83 2.22 7.37 0.68
H 1.64 5.96 2.90 0.20
O 0.40 -3.81 -0.72 -0.48
H 0.72 -0.13 0.64 0.44
H 2.95 -5.16 -3.30 0.24
C -5.32 0.20 -5.66 -0.34
O 3.37 5.19 -0.44 -0.51
C 5.65 -8.15 -2.55 -0.28
H -0.08 -1.69 0.32 0.24
N 2.32 3.46 -5.14 -0.71
C 1.90 -5.49 -3.27 -0.35
H 2.81 1.24 8.17 0.29
F 1.91 0.08 9.52 -0.29
O 3.91 1.06 9.89 -0.34
H -2.58 3.56 4.20 0.35
H 4.76 -8.75 -2.43 0.24
C -4.56 1.47 -5.32 0.35
O -3.29 -0.72 -3.09 -0.42
H -5.33 -0.02 -6.72 0.22
H 3.72 -0.89 7.35 0.19
C 5.21 0.76 9.56 0.61
C -6.98 3.51 -8.37 0.38
H -1.04 -0.25 0.68 -0.19
O 5.23 -0.18 8.60 -0.34
O -4.96 3.25 -9.43 -0.33
C -1.60 2.53 7.56 0.31
H -0.76 -3.14 3.26 0.35
C -6.09 4.13 -9.44 -0.46
O 3.64 0.16 -4.00 -0.37
O -6.62 2.15 -8.44 -0.28
O -2.39 1.56 3.69 -0.16
C 3.90 -0.67 8.40 -0.29
C 1.14 5.44 2.08 0.24
C -5.35 2.06 -8.92 0.68
C -1.92 1.06 7.71 0.11
O -3.34 1.08 7.89 -0.34
C -0.14 -0.61 0.18 -0.52
H -1.39 3.06 8.50 0.20
C 0.82 -1.58 5.47 0.58
O 1.78 -1.05 5.91 -0.52
H -1.15 3.14 3.21 0.22
C -0.54 -2.97 4.31 -0.47
H 4.74 2.97 -4.65 0.00
C -0.96 1.47 -1.63 -1.18
```

Calculated values
- SMILES: CP(C)B1OB(O)OB([PH2]=N)O1.O=C1OC[C@@H](F)O1.O=C1OC[C@@H](F)O1.O=C1OC[C@@H](F)O1.O=C1OC[C@@H](F)O1.O=C1OC[C@@H](F)O1.O=C1OC[C@@H](F)O1.O=C1OC[C@@H](F)O1.O=C1OC[C@@H](F)O1.O=C1OC[C@@H](F)O1
- HOMO energy: -7.86 eV
- Kohn-Sham gap: 8.076 eV

---

Entry 5:
DFT (wB97M-V/def2-TZVPD) results for a molecular structure, C27H40NOSiTe2Tl at a distorted geometry.

```
73
Properties=species:S:1:pos:R:3:mulliken_charge:R:1
C 3.24 2.57 -0.77 -0.85
C 1.08 -1.77 -4.15 0.01
H 0.49 -4.37 -6.03 0.29
C 3.83 0.27 2.28 -1.62
C 1.51 -0.64 1.90 -1.00
H 4.05 1.94 -0.40 0.21
H -1.53 2.66 4.69 0.53
H 4.47 0.42 1.42 0.25
H 3.71 1.92 -3.77 0.37
C 0.17 -0.51 1.52 1.11
Te 1.86 1.36 -1.89 0.52
C -0.30 0.74 1.12 -0.10
H -1.52 2.66 2.92 0.11
Te -2.34 0.95 0.56 0.61
C -1.41 2.03 3.80 -1.57
C 3.60 -3.38 -3.72 -0.91
H -0.39 1.65 3.80 0.25
H 3.52 -1.35 -6.26 0.30
H 0.90 -5.01 -4.44 0.28
H 0.14 3.25 -0.46 0.20
C 0.57 1.85 1.10 0.87
C 1.89 1.67 1.50 -0.89
C 1.31 -4.55 -5.34 -0.98
H 2.00 -5.27 -5.80 0.26
H -2.24 4.21 -1.13 0.23
Tl -1.94 -0.37 -3.19 0.60
C -4.20 -1.11 6.49 -1.51
H 2.93 0.35 -4.11 0.03
H 1.87 -1.62 2.19 0.33
C -2.73 3.71 -1.97 -1.13
H -0.83 3.49 0.98 0.43
H 4.02 -0.73 2.67 0.39
H -5.09 -1.85 4.04 0.31
H 2.55 2.53 1.50 1.16
H -3.70 -0.58 7.30 0.35
C -3.78 -0.58 5.15 0.76
H -2.83 4.38 -2.82 0.32
H -1.56 -1.68 0.96 0.16
C -2.83 0.42 5.04 -1.00
H 2.72 3.01 0.08 0.00
C 0.41 -0.94 -3.54 -0.61
H 4.30 -4.09 -4.17 0.28
C 2.97 -2.27 -6.47 -0.99
C 3.37 0.98 -3.34 -0.86
C -4.33 -1.08 3.98 -1.03
H -2.40 0.85 5.94 0.30
O -1.89 2.19 -3.63 -0.76
H 2.20 -2.02 -7.21 0.31
C -1.97 2.47 -2.40 0.77
H 4.20 0.45 -2.87 0.29
C 2.38 0.43 1.90 0.40
H 3.19 -3.83 -2.81 0.30
H 0.88 3.96 0.99 0.36
C -0.68 -1.75 1.59 -2.01
H -5.40 -1.90 1.82 0.38
H -5.07 -0.44 0.88 0.30
C -2.95 0.39 2.62 -0.55
H -3.90 -1.74 0.88 0.31
H 4.15 -2.49 -3.43 0.24
N -1.42 1.71 -1.49 -0.44
C -4.62 -1.21 1.51 -1.74
C -2.42 0.92 3.80 1.41
H 3.66 -2.99 -6.92 0.29
C 0.17 3.22 0.63 -1.69
C -3.94 -0.61 2.73 1.34
Si 2.21 -2.96 -4.91 0.12
H -5.28 -1.00 6.64 0.34
H -1.02 -1.92 2.62 0.30
H 4.12 1.00 3.04 0.34
H -3.97 -2.17 6.59 0.31
H -0.09 -2.62 1.28 0.56
H -3.73 3.41 -1.63 0.24
H 3.65 3.37 -1.39 0.53
```

Calculated values
- HOMO energy (alpha / beta): -4.31 / -4.31 eV
- Kohn-Sham gap (alpha / beta): 6.716 / 6.415 eV
- ΔE to the lowest compared entry with this formula, charge and spin: 25.4 kcal per mole
- Multiplicity: 2
- Total charge: -1

---

Entry 6:
DFT (wB97M-V/def2-TZVPD) results for 2 unconnected molecules or ions with the total composition CIO3 at a distorted geometry.

```
5
Properties=species:S:1:pos:R:3:mulliken_charge:R:1
C -0.16 0.28 0.55 0.75
O 0.65 -0.91 -1.75 -0.83
O -1.28 0.37 0.31 -0.39
I 0.11 0.62 -2.84 -0.14
O 0.91 0.27 0.97 -0.39
```

Calculated values
- HOMO energy: -3.03 eV
- Kohn-Sham gap: 6.577 eV
- ΔE to the lowest compared entry with this formula, charge and spin: 11.4 kcal per mole
- Total charge: -1

---

Entry 7:
DFT (wB97M-V/def2-TZVPD) results for 2 unconnected molecules or ions with the total composition C3H11NO at a distorted geometry.

```
16
Properties=species:S:1:pos:R:3:mulliken_charge:R:1
H 3.38 -3.74 -2.51 0.30
C -1.09 3.44 1.83 -0.70
N 2.42 -4.08 -2.66 -0.50
C 1.26 -3.28 -2.67 -0.09
H -1.75 4.15 3.85 0.25
H 0.36 -4.01 -2.97 0.36
H 2.21 -4.91 -2.07 0.29
H 1.06 -2.59 -3.47 0.39
O 1.01 -2.80 -1.37 -0.11
H -0.01 3.04 2.19 0.19
H -0.90 4.46 1.26 0.24
H -2.19 2.48 3.38 0.33
H -2.95 3.63 2.67 0.33
H -1.34 2.85 0.91 0.25
H 0.52 -2.07 -1.39 0.37
C -2.01 3.43 3.02 -0.89
```

Calculated values
- HOMO energy (alpha / beta): -13.19 / -13.19 eV
- Kohn-Sham gap (alpha / beta): 9.215 / 2.345 eV
- ΔE to the lowest compared entry with this formula, charge and spin: 97.9 kcal per mole
- Multiplicity: 2
- Total charge: +1